Entry from OMol25: C18H27N2O3RhS6 as an isolated structure (the ωB97M-V functional and the def2-TZVPD basis).

Results
E: -96233.9850 eV
energy relative to the best compared isomer or geometry (same formula, charge and spin): 0.0 kJ/mol
net charge: +2

Geometry as XYZ:
```
57
Properties=species:S:1:pos:R:3:forces:R:3
H -2.908 -4.791 -4.435 -0.001 0.002 0.000
S -1.772 1.298 1.530 -0.051 -0.056 0.049
H -2.000 -1.381 4.140 -0.012 0.003 -0.010
C 3.436 -2.768 -0.073 -0.001 -0.026 -0.039
H 0.559 1.444 4.511 -0.004 -0.018 0.008
H -1.474 -0.805 -3.879 0.002 0.001 0.000
C -2.517 0.028 2.598 0.026 -0.055 0.032
H -3.408 0.450 3.066 0.011 0.018 -0.001
C -1.554 -0.520 3.641 -0.046 -0.004 0.011
N 0.077 1.050 -0.944 -0.268 -0.277 -0.183
H 0.131 3.742 1.712 0.048 0.069 -0.116
H -2.516 -5.263 -2.040 0.004 -0.001 0.000
H 2.233 -0.043 -2.227 0.001 -0.018 -0.031
S 1.084 3.527 -0.816 -0.090 0.007 0.253
O -1.589 -3.673 -0.323 0.011 0.005 0.017
C -0.070 4.242 -3.128 -0.022 0.020 0.025
C -2.211 -2.759 -4.320 -0.003 -0.010 0.006
C 2.907 -0.851 -1.945 -0.010 0.008 -0.009
H 3.708 -3.432 -0.893 0.003 0.003 0.002
C 1.219 4.462 -2.369 -0.012 -0.023 -0.007
O 1.984 -0.700 0.519 0.032 -0.048 0.012
H 3.072 -3.359 0.764 0.004 0.004 0.006
H 2.311 1.356 4.414 0.003 0.000 -0.013
C -2.292 -4.293 -2.461 -0.002 0.006 0.011
H -0.900 4.780 -2.673 0.001 0.015 -0.017
S -0.025 -1.103 2.844 0.229 -0.091 -0.170
O -0.827 -1.185 0.006 -0.073 0.064 0.006
H 0.025 4.549 -4.169 0.008 -0.023 -0.007
C 0.182 2.211 -1.512 0.428 0.007 -0.035
N -0.473 0.116 -1.845 -0.067 0.062 0.067
C -2.506 -4.019 -3.793 0.001 0.006 -0.006
H -1.440 2.109 3.766 0.012 0.007 0.010
C -1.778 -3.312 -1.614 0.010 -0.011 -0.028
Rh 0.180 0.238 0.956 -0.084 0.372 0.325
S -0.441 2.463 -3.111 0.056 -0.021 -0.022
H -2.841 -0.749 1.904 0.016 0.000 -0.006
H 2.083 4.085 -2.914 0.001 0.018 -0.008
C -0.911 -0.971 -1.302 0.027 -0.038 0.038
H 3.868 -0.470 -1.606 -0.008 0.007 0.018
C 1.387 1.036 3.932 0.029 0.014 0.017
S 1.351 1.815 2.271 -0.048 -0.025 -0.045
H 0.413 3.680 3.441 0.014 -0.025 0.008
H -2.033 3.364 2.692 -0.004 -0.007 -0.001
C -1.310 2.554 2.782 0.002 -0.010 -0.020
H 4.276 -2.140 0.217 -0.002 0.001 0.007
C 1.335 -0.473 3.861 -0.001 0.000 -0.062
H -1.307 0.209 4.409 0.007 0.005 0.000
C -1.704 -1.788 -3.493 -0.017 0.007 0.025
H -2.385 -2.549 -5.366 -0.001 -0.001 0.000
H 3.023 -1.532 -2.789 0.020 -0.011 0.012
C -1.477 -2.039 -2.127 -0.028 0.002 -0.071
H 1.378 5.508 -2.113 -0.014 -0.002 0.018
S 2.096 -1.741 -0.632 -0.040 0.081 0.006
C 0.093 3.092 2.580 -0.052 -0.010 -0.130
H 1.293 -0.925 4.852 -0.045 0.015 0.009
H 2.213 -0.872 3.348 0.007 -0.012 0.034
H -1.248 -2.904 0.157 -0.007 -0.005 0.002
```
Forces are in eV/Å.

These are the Mulliken partial charges, in e, on atoms 1 to 2: atom 1 (H): 0.42, atom 2 (S): 0.06

---

Entry from OMol25: one molecule with the formula C18H27N2O4P in a non-equilibrium geometry (the ωB97M-V functional and the def2-TZVPD basis).

Results
E: -39566.0861 eV
structure (SMILES): CCOP(=O)(OCC)/C(=C/N1CCCCC1)NC(=O)c1ccccc1

Geometry as XYZ:
```
52
Properties=species:S:1:pos:R:3:forces:R:3
C -1.699 0.557 3.220 0.086 0.013 0.177
H 4.691 -0.930 -1.518 0.017 0.185 -0.021
C -0.791 -2.716 -1.632 0.300 0.112 -0.089
H 0.490 -2.888 -3.368 0.065 -0.016 0.155
H -3.342 0.485 -1.653 -0.031 -0.073 0.023
O 2.949 0.156 -1.434 -0.790 -0.328 0.406
H 3.490 0.302 -4.045 -0.030 0.048 -0.094
C 1.052 -0.261 0.319 0.522 -0.770 -0.655
C -1.075 0.697 -0.349 -0.061 0.003 0.049
H -4.474 2.163 -3.085 -0.063 -0.027 -0.038
H 1.704 -1.618 1.690 -0.005 -0.099 0.091
C -1.701 1.759 -1.184 -0.254 0.150 -0.170
H -1.227 -3.707 -1.732 -0.067 -0.117 -0.010
H 0.953 -0.562 4.748 0.024 -0.068 -0.022
O -1.728 -0.168 0.205 0.039 0.015 -0.129
H -0.223 3.285 -0.842 0.066 0.015 0.042
H -0.700 -2.469 -0.577 -0.098 -0.014 0.067
C -2.971 3.656 -2.768 0.015 0.063 -0.003
H 0.191 1.484 3.706 0.003 0.008 -0.091
H 5.014 -0.603 -3.980 0.094 -0.023 -0.066
P 2.087 -1.093 -0.887 -0.462 0.756 -0.363
C -1.141 3.023 -1.348 0.014 -0.143 0.040
C -0.889 -1.566 4.246 0.145 0.178 0.195
N 0.280 0.795 -0.221 0.278 0.136 -0.091
N 0.543 -0.301 2.730 0.110 -0.074 -0.166
H -0.189 1.491 1.974 0.084 0.010 0.123
H -0.884 -2.193 5.139 0.007 -0.064 0.000
O 2.876 -2.250 -0.446 0.030 -0.115 0.301
C 0.540 -1.136 3.908 -0.143 -0.412 0.208
C -0.245 0.899 2.885 -0.441 0.322 -0.177
H -1.388 0.228 5.328 -0.020 0.006 0.093
H -2.787 -0.622 4.664 -0.008 0.034 0.078
H -2.134 0.031 2.369 -0.008 0.084 0.048
O 1.176 -1.403 -2.192 0.605 0.793 0.649
C 4.036 -0.479 -3.521 -0.096 0.080 0.311
H 1.174 -2.007 3.738 0.040 0.086 -0.004
C 0.574 -2.683 -2.295 -0.398 -0.780 -0.078
H 0.779 1.339 -0.911 -0.208 0.160 0.053
H -1.290 -2.149 3.415 0.009 -0.093 -0.026
C 1.080 -0.739 1.580 0.239 0.079 0.137
H -1.453 -1.987 -2.094 -0.106 0.052 -0.008
H -3.461 4.394 -3.385 -0.036 0.058 -0.043
H -2.260 1.479 3.380 -0.025 0.049 -0.030
C 4.198 -0.113 -2.056 0.695 -0.075 -0.408
H -1.343 4.946 -2.255 0.028 0.066 0.001
C -1.756 -0.328 4.461 -0.080 -0.092 -0.193
C -3.539 2.404 -2.600 -0.034 -0.012 -0.021
H 4.785 0.803 -1.943 -0.056 -0.167 0.011
H 3.481 -1.409 -3.606 -0.013 -0.078 -0.113
H 1.239 -3.424 -1.838 -0.069 0.038 -0.173
C -2.911 1.463 -1.806 0.089 -0.080 0.101
C -1.778 3.965 -2.135 -0.001 0.121 -0.073
```
Forces are in eV/Å.

These are the Mulliken partial charges, in e, on atoms 1 to 2: atom 1 (C): -0.27, atom 2 (H): 0.33

---

Entry from OMol25: C18H27N2O4P2PrS2 as an isolated structure in a non-equilibrium geometry (the ωB97M-V functional and the def2-TZVPD basis).

Results
spin multiplicity: 3
E: -84576.3201 eV
net charge: +2

Geometry as XYZ:
```
56
Properties=species:S:1:pos:R:3:forces:R:3
C -1.420 -2.085 -3.966 -0.231 0.065 -0.121
C -3.984 0.909 -0.361 0.086 0.211 0.527
H 1.395 -3.317 0.233 0.254 0.075 0.120
C 0.957 -1.649 -2.686 -0.124 -0.056 -0.400
H -3.171 -1.492 -1.742 0.095 0.521 -0.306
H -2.484 3.071 -2.130 -0.162 -0.070 -0.333
H 1.574 4.048 -2.876 0.117 0.190 -0.125
H 2.887 -2.370 -2.213 0.068 0.634 0.118
C -1.351 -1.286 -2.833 0.361 -0.230 -0.358
C 0.869 -0.228 4.697 -0.589 -0.172 1.012
C -1.437 0.110 4.028 0.488 0.246 0.103
C -2.659 -0.701 -2.333 0.317 -0.709 -0.159
O 3.166 -1.204 3.797 -0.675 0.829 -0.413
O 3.223 0.915 5.055 -0.674 -0.157 -1.210
H 2.251 -2.575 1.620 0.100 -0.190 -0.223
Pr 0.072 0.589 -0.155 0.672 1.384 1.301
C 0.662 1.161 2.851 2.547 -1.154 0.315
O -1.188 5.438 -1.402 -0.344 -0.252 0.475
C 2.281 -2.737 0.531 -0.505 -0.202 0.421
H 3.976 0.582 -0.414 -0.066 -0.373 0.262
H -3.887 1.816 0.257 -0.307 -0.285 -0.118
H 2.803 -0.589 -2.568 -0.072 -0.607 0.493
H 1.292 -1.338 6.455 -0.431 -0.194 -0.023
N -0.168 -1.059 -2.203 -0.123 0.144 0.368
H -4.063 0.039 0.310 -0.017 0.323 -0.242
H 3.186 -3.293 0.265 -0.089 0.202 0.003
P -2.459 0.813 -1.334 -1.481 -0.278 -0.978
H 1.855 -2.835 -4.209 -0.158 -0.001 -0.003
H -2.895 -0.944 5.237 0.517 0.118 0.002
S 2.523 0.045 4.147 -0.054 -0.798 0.804
C 0.503 -0.975 5.798 -0.236 0.159 -0.084
C -0.274 -2.649 -4.500 0.044 -0.062 -0.024
H -1.845 1.983 -3.377 -0.203 0.002 0.206
H -3.609 2.050 -3.095 0.116 -0.026 0.161
H -2.388 -2.239 -4.434 0.169 -0.025 0.028
H 2.304 3.922 -4.215 -0.018 -0.180 0.276
C -2.628 2.093 -2.611 0.489 0.535 0.111
H -0.314 -3.263 -5.405 0.023 0.263 0.371
H -1.582 6.293 -1.150 0.252 -0.434 -0.162
P 2.219 -1.107 -0.238 1.450 -1.023 -0.103
H 4.625 -1.022 0.098 -0.214 0.187 0.003
C 3.789 -0.317 0.200 0.003 0.420 0.286
S 0.075 2.440 1.875 -0.922 -0.143 -1.029
H -1.171 -1.772 6.879 -0.077 0.110 -0.211
O 2.115 3.441 -3.394 -0.223 -0.041 -0.020
C -1.836 -0.696 5.106 0.527 -0.080 0.041
C 2.317 -1.440 -2.029 -0.425 0.114 -0.924
H -2.152 0.469 3.278 0.167 0.082 0.512
H 3.661 -0.009 1.252 0.363 -0.111 -0.452
C -0.870 -1.189 6.011 -0.031 0.172 -0.305
N 1.954 0.820 2.757 -0.851 1.387 -0.509
H -1.432 4.833 -0.680 0.108 0.615 -0.241
C 0.923 -2.417 -3.842 0.199 -0.183 0.035
H -4.876 0.978 -0.994 0.228 -0.028 0.114
H -3.248 -0.481 -3.243 -0.085 -0.090 0.648
C -0.068 0.417 3.894 -0.374 -0.831 -0.041
```
Forces are in eV/Å.

These are the Mulliken partial charges, in e, on atoms 1 to 2: atom 1 (C): -0.76, atom 2 (C): -1.17